Entry 1:
{
  "formula": "C32H43Br33IN2O2S",
  "method": "wB97M-V/def2-TZVPD",
  "lumo_energy_ev": -4.3,
  "e_tot_ha": -87143.0448,
  "orbital_gap_ev": 5.96,
  "total_charge": 1,
  "e_homo_ha": -0.3777,
  "elements": ["C", "C", "C", "C", "C", "C", "C", "C", "C", "C", "N", "C", "C", "C", "C", "C", "I", "C", "C", "O", "O", "C", "S", "C", "C", "C", "N", "H", "H", "H", "H", "H", "H", "H", "H", "H", "H", "H", "H", "H", "H", "H", "H", "H", "H", "H", "H", "H", "H", "H", "H", "H", "H", "H", "H", "H", "H", "H", "H", "C", "Br", "Br", "Br", "H", "C", "Br", "Br", "Br", "H", "C", "Br", "Br", "Br", "H", "C", "Br", "Br", "Br", "H", "C", "Br", "Br", "Br", "H", "C", "Br", "Br", "Br", "H", "C", "Br", "Br", "Br", "H", "C", "Br", "Br", "Br", "H", "C", "Br", "Br", "Br", "H", "C", "Br", "Br", "Br", "H", "C", "Br", "Br", "Br", "H"],
  "coordinates": [[3.32073, -0.09935, -0.92086], [2.75996, 0.39195, -2.24886], [2.55753, 1.87638, -2.34128], [2.43405, -0.43296, -3.25039], [1.79460, -1.78765, -3.03962], [0.46416, -1.92763, -3.80887], [-0.82453, -1.47789, -3.05419], [-0.52264, -0.66176, -1.78791], [-1.71783, -2.71767, -2.80986], [-3.22567, -2.42757, -2.74881], [-3.52821, -1.35928, -1.74681], [-3.90115, -0.18618, -2.25410], [-4.16471, 0.89642, -1.49615], [-4.56708, 2.21945, -2.11325], [-4.49208, 2.24829, -3.65501], [-3.08101, 2.01574, -4.25669], [-2.29665, 3.73205, -5.29594], [-4.03184, 0.77199, -0.11997], [-4.25549, 1.92172, 0.82572], [-3.68813, 2.97699, 0.62656], [-5.05196, 1.74168, 1.90699], [-3.64620, -0.45802, 0.39035], [-3.46007, -0.55128, 2.15955], [-3.39233, -1.53871, -0.43153], [-2.97200, -2.87253, 0.12805], [-3.93859, -3.44411, 1.17024], [-3.41388, -3.91746, 2.22054], [2.57654, -0.04345, -0.12145], [3.68891, -1.11389, -1.07130], [4.18759, 0.52320, -0.69208], [3.48808, 2.41764, -2.11167], [2.22772, 2.18072, -3.33719], [1.81046, 2.22492, -1.61885], [2.60517, -0.13164, -4.28424], [2.48067, -2.52290, -3.48682], [1.73940, -2.05386, -1.98524], [0.41234, -2.96472, -4.14357], [0.54584, -1.33870, -4.72562], [-1.38200, -0.82496, -3.74144], [-1.39617, -0.16100, -1.36723], [-0.08060, -1.32951, -1.04491], [0.18892, 0.12941, -2.02123], [-1.35831, -3.29346, -1.95671], [-1.59788, -3.36789, -3.67999], [-3.58667, -2.08887, -3.71412], [-3.80528, -3.30039, -2.44860], [-3.98723, -0.08130, -3.32244], [-5.59750, 2.44267, -1.82121], [-3.94611, 3.02408, -1.71981], [-4.79556, 3.24930, -3.95665], [-5.20876, 1.53994, -4.07727], [-2.33219, 1.70480, -3.52842], [-3.16148, 1.22154, -4.99875], [-4.55693, 2.10992, 2.65495], [-2.48821, -1.48485, 2.23185], [-2.85315, -3.64514, -0.62556], [-1.99681, -2.73436, 0.60171], [-5.01692, -3.40165, 0.98974], [-4.17678, -4.25402, 2.81849], [6.70669, 3.02801, -3.60307], [8.37856, 2.42414, -2.85608], [5.32120, 1.71328, -3.36525], [6.18995, 4.74180, -2.89273], [6.85712, 3.15578, -4.66627], [-3.55345, -6.96297, 4.26645], [-3.58550, -8.69935, 5.09289], [-5.06105, -5.88505, 4.81596], [-1.88512, -6.05544, 4.56522], [-3.64558, -7.11635, 3.20057], [12.53097, 2.46947, -2.66558], [12.69901, 3.22046, -0.89886], [12.89576, 3.77726, -4.03077], [13.61528, 0.89217, -2.87590], [11.50101, 2.16517, -2.78589], [6.72288, 1.01385, 1.96006], [7.38516, 1.65113, 0.26699], [5.13190, 1.95976, 2.49949], [6.44486, -0.89307, 1.94066], [7.48244, 1.21832, 2.70144], [-4.01283, 6.88225, 0.91468], [-5.09993, 7.65707, 2.30541], [-4.57794, 7.43174, -0.83252], [-2.14061, 7.21577, 1.21770], [-4.15598, 5.81147, 0.95917], [-8.17757, 9.79313, -2.13086], [-7.91704, 9.00631, -0.39320], [-6.58824, 10.69127, -2.74539], [-8.80344, 8.49589, -3.41163], [-8.95057, 10.54177, -2.03171], [2.75682, 5.82525, -4.77379], [3.32373, 4.22815, -5.68607], [2.64419, 7.32446, -5.97353], [1.11160, 5.52939, -3.81297], [3.51046, 6.06283, -4.03513], [8.72633, 7.94193, -1.14000], [6.82870, 8.24325, -1.33148], [9.21930, 6.16811, -1.69842], [9.75737, 9.28992, -2.04700], [8.95520, 8.02071, -0.08683], [0.37952, -6.18386, 8.65602], [-1.51188, -5.88840, 8.45063], [0.88914, -7.94289, 8.06678], [1.41254, -4.81058, 7.78390], [0.59905, -6.12494, 9.71302], [-6.49112, -8.67970, 8.00715], [-6.53093, -10.42572, 8.81598], [-8.00163, -7.60844, 8.53849], [-4.82416, -7.77780, 8.34597], [-6.56240, -8.82193, 6.93723], [3.28163, -10.63931, 10.47978], [4.94783, -11.26190, 11.21537], [1.88329, -11.95094, 10.66191], [2.76350, -8.94154, 11.22832], [3.43799, -10.48531, 9.42141]],
  "forces_ev_per_angstrom": [[-0.871, -0.179, -0.745], [0.102, 0.415, 0.529], [0.835, 0.586, -0.215], [-0.345, -0.154, 0.384], [1.702, -0.554, -0.917], [0.320, 0.411, 0.326], [-0.239, -0.164, -0.278], [0.019, -0.188, -0.274], [-0.084, 0.241, -0.546], [0.614, -0.356, 0.873], [-0.260, -0.373, -0.934], [-0.042, -0.042, -0.942], [-0.374, 2.023, 0.740], [0.089, -0.156, -0.874], [0.398, 0.427, 0.370], [-0.452, -0.255, -0.123], [-0.085, -0.378, 0.291], [-0.630, -0.569, 0.276], [0.751, 2.186, -0.069], [-0.412, -1.246, 0.161], [0.519, -0.926, -0.719], [0.257, 0.320, 1.592], [0.253, -0.195, 0.054], [0.061, -0.963, -0.002], [-0.515, 0.015, 0.141], [0.987, 0.277, 0.290], [-0.989, 0.030, -0.305], [0.258, -0.025, 0.226], [-0.115, -0.065, 0.390], [-0.122, 0.078, 0.212], [-0.821, 0.081, 0.216], [0.007, 0.017, 0.040], [-0.111, -0.335, 0.007], [-1.007, 0.407, -0.002], [-0.223, -0.196, 0.110], [-0.176, 0.107, 0.002], [-0.352, -0.016, 0.134], [0.059, -0.005, 0.044], [0.039, -0.040, 0.005], [-0.003, -0.137, 0.020], [-0.021, 0.239, 0.189], [0.088, -0.101, 0.074], [-0.042, 0.080, 0.072], [-0.083, -0.081, 0.071], [-0.040, 0.135, 0.051], [0.045, -0.045, -0.171], [0.086, -0.456, -0.069], [0.053, 0.018, 0.095], [0.039, -0.138, 0.123], [-0.333, -0.125, -0.004], [0.010, 0.072, -0.096], [0.004, 0.231, 0.040], [0.282, 0.148, -0.141], [-0.402, 0.432, 0.127], [-0.210, 0.134, -0.201], [0.003, 0.177, -0.178], [-0.019, -0.216, 0.065], [0.083, -0.017, -0.189], [0.371, -0.164, 0.194], [-0.121, -0.003, -0.118], [0.071, 0.100, -0.092], [1.073, -0.176, -0.509], [-0.138, -0.153, -0.017], [0.027, -0.005, 0.020], [0.124, -0.090, -0.033], [0.050, 0.050, -0.177], [-0.014, -0.035, 0.028], [-0.047, -0.076, 0.051], [-0.036, 0.012, 0.016], [0.016, 0.007, -0.005], [-0.029, -0.025, -0.082], [-0.020, -0.053, 0.072], [-0.039, 0.086, 0.013], [0.017, -0.001, -0.008], [0.035, 0.024, -0.018], [-0.136, -0.072, 0.137], [0.040, -0.047, -0.045], [-0.018, 0.082, -0.018], [-0.026, -0.011, 0.007], [0.012, -0.166, 0.082], [0.020, -0.002, -0.082], [0.111, 0.032, -0.083], [-0.073, 0.005, -0.041], [0.043, 0.010, 0.063], [0.010, 0.006, 0.019], [-0.107, 0.064, -0.040], [-0.049, -0.076, 0.024], [0.047, 0.041, 0.051], [0.009, -0.011, -0.013], [0.049, 0.044, 0.038], [-0.010, 0.018, -0.001], [-0.051, -0.089, 0.072], [0.031, 0.036, -0.059], [0.031, -0.059, -0.035], [0.079, -0.019, -0.017], [0.051, -0.012, -0.017], [0.190, 0.125, 0.086], [-0.085, -0.070, 0.021], [-0.035, 0.003, -0.008], [0.039, -0.069, 0.033], [0.023, 0.027, 0.031], [-0.099, 0.076, -0.128], [-0.063, -0.063, 0.006], [-0.001, 0.005, -0.015], [-0.012, 0.002, -0.048], [0.009, 0.096, -0.024], [0.072, -0.042, -0.016], [-0.069, 0.007, 0.240], [0.011, 0.009, 0.012], [-0.001, -0.015, -0.033], [-0.094, 0.032, -0.016], [0.057, 0.069, 0.004], [0.072, -0.065, 0.114], [-0.001, 0.007, 0.016]],
  "lowdin_charge": [-0.0504, -0.4376, -0.1704, -0.1027, -0.1938, -0.1426, -0.3209, -0.0292, -0.1320, -0.0645, 0.0230, 0.0060, -0.1047, -0.1086, -0.2853, -0.6693, 0.8070, -0.0603, -0.4675, 0.1506, 0.0725, -0.3942, 0.9659, -0.1941, -0.1125, -0.2472, 0.1068, 0.0838, 0.0815, 0.0538, -0.0106, 0.0536, 0.0893, 0.1176, 0.1166, 0.1008, 0.1055, 0.1156, 0.1242, 0.0630, 0.0903, 0.0779, 0.1143, 0.1217, 0.1338, 0.1351, 0.1280, 0.1431, 0.1258, 0.0757, 0.1115, 0.0318, 0.0335, 0.1358, -0.0844, 0.1045, 0.1263, 0.1337, -0.0085, -1.5518, 0.5528, 0.7329, 0.5613, -0.0206, -1.6176, 0.5827, 0.5833, 0.5652, -0.0331, -1.6575, 0.5612, 0.5703, 0.5777, -0.0770, -1.6315, 0.5440, 0.5623, 0.5683, -0.0296, -1.6500, 0.5709, 0.5513, 0.5760, -0.0569, -1.6375, 0.5369, 0.5685, 0.5630, -0.0300, -1.6377, 0.5646, 0.5944, 0.5322, -0.0615, -1.6301, 0.5539, 0.5343, 0.5869, -0.0290, -1.6289, 0.5420, 0.5559, 0.5711, -0.0306, -1.6477, 0.5852, 0.5744, 0.5055, -0.0420, -1.6529, 0.5790, 0.5702, 0.5409, -0.0348]
}

---

Entry 2:
{
  "formula": "C32H43BrN12S2Sr",
  "method": "wB97M-V/def2-TZVPD",
  "lumo_energy_ev": -0.2,
  "e_tot_ha": -5303.4932,
  "orbital_gap_ev": 6.33,
  "total_charge": 0,
  "e_homo_ha": -0.2410,
  "relative_energy_kj_mol": 0.0,
  "elements": ["Sr", "Br", "C", "C", "C", "C", "C", "C", "C", "C", "C", "C", "H", "H", "H", "H", "H", "H", "N", "C", "C", "C", "C", "N", "H", "H", "H", "H", "H", "H", "H", "H", "H", "H", "H", "H", "N", "C", "N", "C", "N", "N", "C", "N", "C", "C", "C", "C", "C", "N", "H", "H", "H", "H", "H", "H", "H", "H", "C", "N", "C", "C", "S", "N", "C", "C", "H", "H", "H", "H", "H", "H", "H", "H", "H", "H", "H", "H", "C", "C", "C", "C", "N", "C", "S", "N", "H", "H", "H", "H", "H"],
  "coordinates": [[0.57922, -0.54045, -0.21699], [1.39507, -3.97523, -0.45658], [-0.08649, -4.40761, -1.60412], [-0.33953, -5.75171, -1.78122], [-1.32269, -6.14335, -2.69859], [-2.06538, -5.20958, -3.40043], [-1.87065, -3.83347, -3.22377], [-2.59794, -2.83241, -3.94151], [-2.37532, -1.49828, -3.77869], [-1.42782, -1.10064, -2.79507], [-0.75831, -2.03429, -2.05444], [-0.86235, -3.40417, -2.29679], [0.26384, -6.46980, -1.20117], [-1.47505, -7.21580, -2.85763], [-2.83762, -5.55558, -4.09709], [-3.38590, -3.18463, -4.60346], [-2.92005, -0.71735, -4.31543], [-1.31196, -0.01742, -2.64230], [3.93864, -1.59486, -0.32894], [4.96148, -1.03997, -1.20525], [4.53693, 0.21050, -1.99750], [3.44937, -0.07103, -3.03231], [2.41421, 1.03948, -3.29601], [1.47240, 1.30577, -2.20627], [3.91955, -1.11794, 0.57271], [4.12665, -2.57645, -0.13862], [5.23496, -1.84331, -1.90676], [5.90209, -0.79248, -0.67097], [5.44241, 0.60361, -2.48402], [4.22113, 1.02997, -1.30895], [2.91704, -1.00021, -2.77889], [3.91772, -0.28953, -4.01925], [1.85488, 0.74095, -4.19797], [2.95276, 1.96734, -3.57384], [0.58865, 1.61847, -2.59729], [1.78756, 2.09015, -1.58476], [-1.47254, -3.51713, 1.37042], [-0.57992, -3.08810, 2.31876], [-0.50109, -3.78235, 3.42893], [0.33812, -3.31228, 4.35393], [0.47175, -3.99423, 5.49745], [1.06441, -2.19495, 4.21192], [0.96866, -1.57049, 3.06526], [0.17845, -2.00966, 2.05148], [1.70214, -0.31157, 2.95198], [1.99952, 0.50203, 4.06435], [2.55938, 1.76620, 3.88994], [2.92000, 2.18355, 2.60993], [2.73656, 1.29483, 1.57308], [2.15410, 0.09258, 1.73819], [-2.06591, -4.30193, 1.59007], [-1.81621, -2.87298, 0.66972], [-0.07907, -4.82620, 5.65352], [1.09112, -3.65104, 6.20127], [1.76430, 0.11223, 5.05974], [2.75916, 2.39655, 4.76988], [3.37759, 3.17108, 2.39535], [3.04505, 1.56229, 0.55951], [-3.02106, 2.03183, 2.88801], [-4.06161, 1.75120, 1.90034], [-5.40617, 2.02275, 2.40049], [-3.83255, 0.76458, 0.94557], [-2.76791, -0.54665, 1.29205], [-4.47026, 0.91108, -0.25829], [-5.02045, 2.19390, -0.72747], [-4.54267, -0.13705, -1.24362], [-3.28679, 2.97531, 3.41876], [-2.06276, 2.14880, 2.32679], [-2.87438, 1.19202, 3.58858], [-5.58403, 1.40298, 3.28850], [-6.15681, 1.81043, 1.64139], [-5.47312, 3.09136, 2.68947], [-4.71097, 3.03200, -0.06063], [-6.12482, 2.12755, -0.79105], [-4.63477, 2.39022, -1.73973], [-4.10092, -1.05409, -0.82368], [-4.01622, 0.14517, -2.17903], [-5.59255, -0.33596, -1.52420], [3.76896, 4.54732, -0.97617], [2.39973, 4.68238, -0.39234], [1.84070, 5.91377, -0.06125], [0.59303, 5.85941, 0.51758], [-0.09876, 4.72201, 0.67373], [0.43129, 3.55260, 0.30532], [-0.56480, 2.11481, 0.48031], [1.67545, 3.54305, -0.24001], [4.25835, 5.53369, -1.05586], [3.75341, 4.08767, -1.98627], [4.37414, 3.91785, -0.29601], [2.39109, 6.83883, -0.22005], [0.06313, 6.73207, 0.91425]],
  "forces_ev_per_angstrom": [[-0.348, -0.283, -0.883], [-0.435, 0.206, -0.349], [-0.732, -0.324, -0.639], [0.870, 0.572, 0.575], [-0.582, -0.158, -0.438], [-0.255, -1.127, -0.110], [0.718, 0.358, 0.369], [-0.534, -0.620, -0.241], [0.338, 0.299, 0.409], [-0.641, -0.450, -0.564], [2.047, 1.668, 1.573], [-0.526, -0.462, -0.113], [-0.470, 0.260, -0.543], [-0.095, 0.431, 0.016], [0.308, 0.101, 0.175], [0.136, 0.042, -0.083], [-0.025, -0.460, -0.110], [0.034, -0.245, 0.172], [-0.314, 0.272, 0.393], [0.820, 0.073, -0.207], [-0.069, 0.274, 0.415], [-0.301, -0.256, -0.728], [0.499, 0.147, -0.537], [0.322, 0.171, 0.694], [-0.009, -0.114, -0.275], [-0.112, 0.240, -0.093], [-0.096, 0.328, -0.029], [-0.341, -0.106, -0.073], [-0.222, -0.071, 0.043], [0.062, -0.577, -0.184], [-0.023, 0.241, 0.146], [-0.131, 0.131, 0.571], [0.058, 0.085, 0.380], [-0.074, -0.264, 0.020], [0.029, -0.029, 0.148], [-0.342, -0.770, -0.554], [0.685, 0.425, 0.626], [-0.733, -0.049, -1.322], [0.063, -0.692, 1.292], [-0.311, -0.065, -0.975], [-0.256, -0.430, 0.147], [0.573, 0.249, 0.995], [-1.738, -1.804, -0.588], [0.855, 1.422, 0.101], [1.920, 2.503, -0.583], [-0.572, -0.636, 0.199], [0.274, -0.082, 0.136], [0.354, 0.616, 0.269], [-0.289, -0.790, 0.066], [-0.436, -0.071, 0.372], [0.175, 0.160, 0.197], [0.276, 0.014, -0.050], [0.164, 0.275, -0.103], [0.118, 0.085, 0.142], [-0.018, 0.299, -0.399], [-0.185, -0.323, -0.528], [-0.446, -0.762, 0.321], [-0.166, -0.179, 0.294], [0.738, -0.071, -0.283], [0.117, -0.228, -0.497], [0.219, 0.335, -0.193], [0.209, -0.016, -0.113], [-0.641, 0.899, -0.253], [0.159, 0.712, 0.994], [0.017, 0.159, 0.503], [0.092, -0.721, -0.427], [0.212, -0.716, -0.377], [-0.771, 0.150, 0.684], [-0.288, 0.333, 0.017], [-0.165, 0.075, -0.071], [-0.009, -0.033, 0.076], [-0.055, -0.564, -0.163], [-0.264, -0.781, -0.476], [0.463, 0.167, 0.079], [-0.067, -0.103, 0.306], [-0.134, 0.427, -0.359], [-0.090, -0.134, 0.632], [0.249, 0.129, 0.211], [0.548, 0.023, -0.071], [-1.687, -0.719, -0.083], [0.792, -0.073, -0.019], [-1.179, -0.828, 0.389], [-0.351, 0.991, 0.639], [0.497, 0.549, -0.730], [0.731, 0.652, -0.319], [1.008, -0.035, -0.041], [-0.193, -0.434, 0.029], [-0.055, 0.134, 0.638], [-0.142, 0.180, -0.466], [-0.188, -0.156, 0.127], [0.356, -0.054, -0.337]],
  "lowdin_charge": [1.0280, 0.7551, -0.5782, -0.1600, -0.0976, -0.0511, -0.1805, -0.0600, -0.1167, -0.2008, -0.2292, -0.2637, 0.0958, 0.1020, 0.1104, 0.1018, 0.0973, 0.0668, -0.0100, -0.2911, -0.2048, -0.2108, -0.2775, -0.0507, 0.0466, 0.0496, 0.1177, 0.1076, 0.1093, 0.0941, 0.1016, 0.1177, 0.1140, 0.1054, 0.0596, 0.0265, 0.1605, -0.4968, 0.1833, -0.4339, 0.1680, 0.1751, -0.2862, 0.0734, -0.1979, 0.0066, -0.0384, -0.0481, -0.1687, -0.0249, 0.1119, 0.0226, 0.1117, 0.1006, 0.1133, 0.1181, 0.1219, 0.0856, -0.1341, -0.2437, -0.0661, -0.7106, 0.6275, -0.1969, -0.0474, -0.0868, 0.0949, -0.0237, 0.0661, 0.0917, 0.0748, 0.0941, 0.1019, 0.0902, 0.0892, 0.0477, 0.0828, 0.0952, -0.0368, -0.3356, -0.0428, -0.1386, 0.0345, -0.8101, 0.5059, 0.0435, 0.0787, 0.0825, 0.0796, 0.1029, 0.1071]
}